119
Properties=species:S:1:pos:R:3:forces:R:3 method="wB97M-V/def2-TZVPD" total_energy_ev=-61024.8795 largest_force_ha_per_bohr=0.044 smiles="COC[C@H](C)N.COC[C@H](C)N.COC[C@H](C)N.COC[C@H](C)N.COC[C@H](C)N.NC(N)=O.NC(N)=O.CO.CO.CO" lumo_energy_ev=0.52 e_homo_ha=-0.3220 homo_lumo_gap_ha=0.341
C -1.36580 1.62088 -2.96390 -0.959 -1.255 0.087
C -0.96367 2.49350 -4.12234 1.022 0.570 0.185
C 0.44536 2.04441 -4.58101 -0.524 1.237 -0.408
O 0.88610 2.86734 -5.65366 0.124 -0.274 0.156
C 2.17294 2.44894 -6.06374 -0.463 0.981 0.489
N -1.92826 2.61230 -5.22280 0.889 -0.963 0.338
H -1.63655 0.58859 -3.32242 0.357 0.615 0.220
H -2.26639 1.99540 -2.44177 0.462 -0.012 -0.109
H -0.51829 1.55407 -2.27804 -0.170 -0.130 0.270
H -0.87006 3.47984 -3.65221 0.280 0.186 -0.442
H 0.47999 1.03226 -4.97879 -0.379 -0.580 0.323
H 1.13317 2.13271 -3.71842 -0.147 -0.161 -0.196
H 2.85547 2.58475 -5.22413 0.470 0.139 -0.080
H 2.43445 3.03803 -6.92775 0.311 0.341 -0.101
H 2.21680 1.42183 -6.35308 -0.230 -1.064 -0.224
H -1.96023 1.66543 -5.59877 -0.173 0.091 -0.481
H -2.81132 2.70743 -4.76281 -0.860 0.319 0.102
C 4.10215 -0.90951 1.37959 0.342 -1.381 0.697
C 3.67685 -2.36326 1.03038 -0.452 -0.042 0.000
C 3.20173 -3.37974 2.07686 0.327 0.732 0.893
O 2.80142 -4.53780 1.37328 0.675 -0.930 0.405
C 2.57793 -5.65928 2.22900 -0.348 1.199 0.975
N 2.61737 -2.31977 0.01325 0.000 -1.163 0.116
H 5.07252 -0.93314 1.90592 -0.417 0.127 -0.122
H 3.38021 -0.38205 1.97991 -0.397 0.049 0.376
H 4.22851 -0.33058 0.47622 0.106 -0.009 -0.424
H 4.53903 -2.89389 0.68765 0.992 -0.049 -0.973
H 2.29748 -2.97967 2.55350 0.404 0.023 0.664
H 4.06398 -3.64888 2.77667 -1.221 0.543 -0.503
H 1.80512 -5.41703 2.99776 0.325 -0.148 -0.532
H 3.43663 -6.07387 2.77862 0.331 0.658 -0.262
H 2.24652 -6.43224 1.60176 -0.717 -1.034 -0.821
H 2.44518 -3.29279 -0.30920 -0.050 0.930 0.389
H 2.98171 -1.85182 -0.78388 0.223 0.554 -0.989
C 4.29146 0.31489 -2.74149 -0.430 1.558 1.383
C 4.28352 -0.79055 -3.71123 1.141 -1.730 0.052
C 2.88177 -1.09037 -4.12925 -0.480 0.737 1.349
O 2.21898 -1.58460 -2.94883 -0.049 0.377 -1.210
C 0.82321 -1.69017 -3.11262 -0.122 0.132 -0.748
N 5.18846 -0.53310 -4.86219 -0.234 -0.193 1.804
H 4.16014 1.23610 -3.29770 0.069 0.556 -0.002
H 5.21098 0.37416 -2.17394 0.408 0.094 -0.108
H 3.47909 0.32800 -1.97187 0.426 -0.402 -0.849
H 4.65641 -1.68726 -3.14671 -0.121 0.385 -0.803
H 2.87755 -1.78325 -4.94648 -0.366 -0.671 -0.515
H 2.43565 -0.12640 -4.42279 -0.235 -0.299 -0.192
H 0.27781 -0.75397 -3.29916 0.668 0.328 -0.493
H 0.44689 -1.91682 -2.14590 -0.447 -1.105 0.755
H 0.57307 -2.39657 -3.94092 -0.037 0.190 0.809
H 5.17190 -1.33616 -5.45148 0.065 -0.369 -0.702
H 4.90131 0.28658 -5.35836 -0.211 0.385 -0.410
C -1.28814 -1.43675 5.45045 0.421 -0.693 0.013
C -0.15145 -1.98501 4.54807 -1.355 -0.989 -1.296
C -0.61359 -2.69209 3.22258 -0.331 1.075 1.979
O -1.43371 -3.78257 3.45747 -1.634 -0.345 -1.173
C -2.10247 -4.10895 2.18569 1.120 -0.736 1.837
N 0.72823 -1.01724 4.05010 1.015 0.048 -1.081
H -2.15239 -1.34292 4.79972 -0.271 0.335 0.208
H -1.04151 -0.44178 5.94177 -0.129 -1.484 -0.545
H -1.49886 -2.24944 6.16770 -0.221 0.698 0.074
H 0.45630 -2.69955 5.08092 0.119 -0.356 0.437
H 0.23979 -3.01330 2.69498 1.410 -0.318 -0.628
H -1.03881 -1.89510 2.59380 -0.537 -0.106 0.000
H -2.76001 -4.96591 2.39699 0.027 0.587 -0.253
H -1.32591 -4.41014 1.48526 0.035 -0.120 -0.299
H -2.57549 -3.21788 1.82272 -0.736 0.220 -0.289
H 1.31069 -0.77738 4.78901 1.326 1.494 0.992
H 0.32540 -0.26698 3.52558 -0.173 0.477 0.116
C -4.02521 3.07843 1.45110 1.080 -0.523 -0.222
C -3.88396 1.79179 0.63873 -0.584 0.522 -0.975
C -4.49430 0.53714 1.27423 -0.441 0.960 -0.882
O -3.84530 0.10605 2.41464 0.886 0.443 0.820
C -4.58317 -0.90514 3.04945 -0.596 0.291 1.172
N -4.40688 1.98803 -0.77017 0.490 -0.287 0.893
H -5.02243 3.27726 1.75847 -0.984 0.292 0.179
H -3.58672 3.91029 0.91493 -0.324 0.268 -0.501
H -3.38007 3.05157 2.32360 -0.089 -0.371 0.408
H -2.82360 1.69149 0.48895 0.640 -0.641 0.149
H -4.43376 -0.26782 0.57120 -0.222 -0.474 -0.719
H -5.55732 0.70923 1.50023 -0.055 0.190 -0.088
H -5.50147 -0.42878 3.56419 1.078 -0.890 -0.776
H -3.90249 -1.29627 3.83230 -0.679 -0.153 -0.475
H -4.88051 -1.67743 2.31232 0.087 0.210 0.527
H -4.54370 1.09554 -1.24704 -0.039 0.253 0.278
H -5.26764 2.51175 -0.79986 -0.241 -0.043 0.152
C -0.49695 4.15001 0.62035 -0.020 1.536 1.290
O 0.66936 3.46992 1.08993 -0.251 0.599 -1.169
H -1.17305 3.60361 -0.02419 -0.072 -0.769 0.008
H -1.02862 4.52945 1.52936 -0.011 -0.397 -0.824
H -0.25011 5.06228 0.04846 0.461 -0.441 0.215
H 0.38890 2.99889 1.87839 -0.057 -0.228 0.461
C 0.62851 0.60616 0.84702 0.139 0.346 -0.592
O 0.41536 -0.70060 0.37583 -0.355 -0.478 0.174
H 1.37858 1.12174 0.24980 0.043 0.017 -0.222
H -0.31823 1.15117 0.70991 0.287 -0.149 0.258
H 0.98576 0.72642 1.88236 -0.334 -0.444 -0.018
H 1.23747 -1.25313 0.28340 -0.143 0.313 0.313
C 2.54440 4.04246 -1.84333 0.314 1.894 0.063
O 2.17910 2.82088 -1.31587 -0.582 -0.802 0.382
H 1.73946 4.81176 -1.68444 0.742 -0.411 0.029
H 3.50328 4.38407 -1.37617 -0.655 0.101 -0.465
H 2.66969 4.00403 -2.92397 0.158 -0.323 -0.097
H 1.78314 3.03786 -0.45492 -0.094 -0.459 0.125
C -3.44231 -1.84817 -1.07434 -1.132 -0.572 0.189
O -4.10911 -2.48696 -0.23739 1.048 0.493 -1.102
N -2.30694 -1.20890 -0.79931 0.771 0.005 1.623
N -3.84521 -1.70533 -2.37378 -1.574 -1.252 -0.053
H -1.76959 -0.66021 -1.43220 0.217 0.051 -0.445
H -1.85138 -1.47533 0.06079 0.162 0.427 0.041
H -4.49952 -2.42330 -2.68471 0.237 0.761 0.065
H -3.43555 -1.09546 -3.04045 0.486 0.170 -0.277
C -1.07099 2.08114 4.44016 0.956 1.061 0.885
O -0.57597 2.58230 3.44382 0.176 -0.118 -1.368
N -0.39445 2.21821 5.61656 -0.971 -0.893 0.920
N -2.22962 1.46110 4.48862 -1.671 -0.707 -0.342
H 0.33318 2.87953 5.49794 0.608 0.540 0.647
H -0.88545 2.04759 6.50342 0.831 0.442 -0.704
H -2.68768 1.24517 3.60826 -0.211 -0.137 0.224
H -2.68129 1.21858 5.35988 0.227 -0.079 -0.403